Entry 1:
Entry from OMol25: a 2-piece molecular cluster, C3H4Cl2 overall in a non-equilibrium geometry (the ωB97M-V functional and the def2-TZVPD basis).

Output
gap between HOMO and LUMO: 8.35 eV
energy relative to the best compared isomer or geometry (same formula, charge and spin): 370.68 kJ/mol

The geometry in XYZ format:
```
9
Properties=species:S:1:pos:R:3:mulliken_charge:R:1
C 1.08 0.29 -0.45 -0.590
C 1.49 -0.65 0.35 -0.468
C -3.03 0.38 0.54 0.006
Cl -2.79 -1.04 -0.21 0.007
Cl -1.95 1.63 0.15 -0.013
H 1.28 1.30 -0.24 0.309
H 0.60 0.01 -1.42 0.232
H 1.20 -1.54 0.05 0.304
H 2.12 -0.39 1.22 0.213
```

***

Entry 2:
Entry from OMol25: C5H10F15K3O20S5 as an isolated structure in a non-equilibrium geometry (the ωB97M-V functional and the def2-TZVPD basis).

Output
charge: -2
gap between HOMO and LUMO: 3.67 eV

The geometry in XYZ format:
```
58
Properties=species:S:1:pos:R:3:mulliken_charge:R:1
K 4.15 1.45 -0.44 1.007
K 1.85 4.84 1.05 0.943
K -1.00 4.68 -2.43 0.931
C -0.65 0.47 0.55 0.319
F -1.06 -0.15 -0.56 -0.058
F -1.70 1.10 1.04 -0.162
F -0.19 -0.37 1.43 -0.018
S 0.61 1.81 0.04 1.285
O -0.17 3.01 -0.23 -0.770
O 1.51 1.99 1.19 -0.721
O 1.32 1.18 -1.07 -0.644
C 4.25 4.91 -3.21 0.509
F 5.19 4.86 -2.26 -0.230
F 3.71 6.13 -3.11 -0.242
F 4.79 4.77 -4.39 -0.185
S 2.87 3.67 -2.88 1.110
O 2.60 3.83 -1.44 -0.562
O 1.76 4.03 -3.75 -0.711
O 3.44 2.37 -3.12 -0.619
C -4.08 -0.79 2.46 0.575
F -4.33 0.51 2.15 -0.265
F -4.26 -1.50 1.36 -0.172
F -2.82 -0.84 2.93 -0.211
S -5.35 -1.33 3.78 1.126
O -5.09 -0.40 4.88 -0.698
O -6.68 -1.15 3.19 -0.685
O -5.00 -2.72 4.02 -0.655
C 3.00 -2.07 0.94 0.438
F 2.29 -1.23 0.17 -0.225
F 3.39 -1.38 2.01 -0.233
F 2.22 -3.07 1.28 -0.171
S 4.55 -2.61 -0.02 1.153
O 5.25 -1.33 -0.14 -0.725
O 5.27 -3.53 0.85 -0.681
O 4.11 -3.16 -1.28 -0.624
C -1.09 -3.40 -0.63 0.462
F -1.59 -2.57 0.32 -0.186
F -0.88 -2.67 -1.72 -0.195
F -0.02 -4.01 -0.14 -0.214
S -2.40 -4.72 -1.07 1.142
O -1.78 -5.49 -2.13 -0.694
O -2.65 -5.46 0.16 -0.668
O -3.49 -3.86 -1.57 -0.660
O -3.69 -0.45 -1.33 -0.648
H -3.38 0.06 -2.08 0.220
H -2.88 -0.74 -0.89 0.273
O 1.21 1.91 3.98 -0.560
H 1.23 2.83 3.70 0.213
H 1.62 1.42 3.26 0.363
O 1.52 -0.45 -3.25 -0.636
H 1.45 0.10 -2.43 0.510
H 0.74 -0.21 -3.76 0.273
O -0.55 -2.68 3.10 -0.618
H -0.54 -2.22 2.26 0.254
H 0.03 -3.43 2.97 0.296
O -2.99 3.07 -1.22 -0.666
H -3.52 2.31 -1.51 0.322
H -2.11 2.70 -1.06 0.289
```

***

Entry 3:
Entry from OMol25: a 2-piece molecular cluster, C8H18ClFN2O2P overall (the ωB97M-V functional and the def2-TZVPD basis).

Output
charge: +1
gap between HOMO and LUMO: 8.40 eV

The geometry in XYZ format:
```
33
Properties=species:S:1:pos:R:3:mulliken_charge:R:1
O -2.96 -2.07 1.14 -0.469
P -1.51 -2.65 0.69 0.157
Cl -1.26 -1.81 -1.18 -0.185
C -0.48 -1.37 1.60 0.054
C -1.21 -0.10 2.05 -0.635
C -0.24 0.87 2.75 -0.538
C 1.16 0.32 3.00 -0.830
N 1.18 -1.12 3.44 0.297
F 2.42 -1.64 3.08 -0.154
C 0.11 -2.00 2.85 -0.911
H -3.70 -2.42 0.62 0.330
H 0.33 -1.13 0.90 0.466
H -1.99 -0.40 2.74 0.350
H -1.70 0.38 1.21 0.379
H -0.67 1.27 3.67 0.321
H -0.06 1.74 2.10 0.309
H 1.77 0.32 2.09 0.410
H 1.70 0.88 3.77 0.455
H 1.19 -1.20 4.46 0.411
H 0.57 -2.98 2.72 0.423
H -0.65 -2.08 3.63 0.346
C 1.92 1.87 -4.34 -1.340
C 1.27 1.04 -3.27 0.902
O 1.91 0.50 -2.38 -0.643
N -0.09 0.90 -3.30 0.023
C -1.04 1.47 -4.23 -0.863
H 2.99 1.87 -4.16 0.292
H 1.73 1.46 -5.33 0.365
H 1.55 2.90 -4.33 0.366
H -0.41 0.31 -2.55 0.013
H -1.76 2.11 -3.72 0.286
H -1.58 0.69 -4.76 0.286
H -0.51 2.08 -4.96 0.328
```

***

Entry 4:
Entry from OMol25: a 3-piece molecular cluster, C41H63Br2I5N3O9 overall in a non-equilibrium geometry (the ωB97M-V functional and the def2-TZVPD basis).

Output
spin multiplicity: 3
charge: +1
gap between HOMO and LUMO (alpha / beta): 3.81 / 2.47 eV

The geometry in XYZ format:
```
123
Properties=species:S:1:pos:R:3:mulliken_charge:R:1
C -2.89 -0.07 -2.90 -1.070
C -2.26 1.04 -2.09 0.818
I -2.02 2.91 -3.12 0.084
C -1.84 0.97 -0.83 -1.366
I -2.00 -0.88 0.25 0.146
C -1.25 2.09 -0.04 0.064
C -2.06 2.76 0.88 0.623
C -3.53 2.36 1.02 -1.466
C -4.32 3.27 0.02 0.265
C -5.86 3.02 0.06 -1.158
I -6.84 4.94 0.40 -0.017
C -1.53 3.80 1.68 0.641
C -2.44 4.48 2.70 -0.797
O -2.91 3.79 3.54 -0.511
O -2.66 5.83 2.63 -0.293
C -3.12 6.42 3.85 -0.617
I -1.63 6.33 5.44 0.394
C -3.46 7.95 3.62 -0.329
C -4.37 8.37 4.83 -1.060
I -1.65 9.17 3.81 0.333
C -0.17 4.15 1.47 1.283
C 0.43 5.30 2.29 -1.108
C 1.21 4.78 3.53 0.528
O 2.22 5.30 3.82 -0.485
Br 0.48 3.23 4.46 -0.134
C 0.58 3.45 0.54 0.695
C 2.06 3.85 0.41 -1.037
C 2.33 4.92 -0.68 0.520
O 3.33 5.52 -0.76 -0.473
Br 0.89 5.22 -2.00 -0.171
N 0.05 2.45 -0.18 0.589
C 0.90 1.73 -1.12 -1.249
O 1.59 0.70 -0.45 -0.174
C 2.66 0.19 -1.24 -0.311
O 3.65 -0.35 -0.44 -0.338
C 3.14 -1.39 0.41 -0.532
C 2.59 -2.64 -0.36 -0.622
O 1.20 -2.75 -0.02 -0.431
H -2.23 -0.46 -3.70 0.303
H -3.78 0.35 -3.40 0.364
H -3.25 -0.91 -2.29 0.143
H -3.93 2.56 2.02 0.576
H -3.71 1.30 0.79 0.399
H -4.05 4.31 0.26 0.496
H -3.99 3.12 -1.02 -0.328
H -6.18 2.72 -0.94 0.506
H -6.18 2.30 0.83 0.499
H -4.07 5.98 4.19 0.687
H -3.93 8.13 2.64 0.670
H -5.05 9.18 4.57 0.354
H -3.69 8.69 5.63 0.373
H -4.94 7.52 5.23 0.359
H 1.14 5.83 1.63 0.384
H -0.32 6.05 2.58 0.154
H 2.65 2.96 0.14 0.203
H 2.47 4.19 1.37 0.430
H 0.32 1.32 -1.96 0.332
H 1.64 2.41 -1.59 0.476
H 3.16 0.96 -1.87 0.312
H 2.24 -0.54 -1.96 0.220
H 4.01 -1.76 0.98 0.550
H 2.41 -1.05 1.16 0.249
H 3.14 -3.54 -0.01 0.408
H 2.73 -2.54 -1.45 0.390
H 0.87 -3.49 -0.54 0.280
C -7.41 -3.87 -0.37 -1.736
C -7.27 -3.47 -1.86 2.002
C -8.12 -4.41 -2.75 -1.451
C -7.50 -5.78 -2.97 -0.444
C -6.07 -5.65 -3.46 -1.304
C -5.20 -4.80 -2.53 1.660
N -5.83 -3.47 -2.24 0.561
O -5.68 -2.71 -3.29 -0.606
C -4.95 -5.58 -1.23 -1.815
C -3.80 -4.66 -3.15 -1.788
C -7.90 -2.08 -1.95 -2.103
H -6.45 -3.95 0.13 0.318
H -7.96 -3.12 0.20 0.489
H -7.93 -4.82 -0.24 0.327
H -8.26 -3.94 -3.73 0.412
H -9.11 -4.52 -2.32 0.365
H -7.55 -6.37 -2.05 0.275
H -8.09 -6.33 -3.71 0.402
H -5.63 -6.65 -3.57 0.390
H -6.08 -5.22 -4.47 0.359
H -4.38 -4.99 -0.52 0.326
H -4.38 -6.49 -1.43 0.445
H -5.87 -5.91 -0.73 0.380
H -3.83 -4.23 -4.15 0.356
H -3.33 -5.63 -3.25 0.450
H -3.16 -4.04 -2.53 0.376
H -7.33 -1.35 -1.38 0.516
H -8.92 -2.10 -1.55 0.484
H -7.99 -1.72 -2.98 0.364
C 8.81 -0.40 1.88 -1.642
C 8.95 -1.95 1.78 1.879
C 10.24 -2.32 1.04 -1.464
C 10.18 -2.13 -0.48 -0.462
C 8.95 -2.85 -1.05 -1.409
C 7.65 -2.41 -0.37 1.899
N 7.73 -2.50 1.12 0.512
O 7.63 -3.76 1.45 -0.594
C 7.33 -0.96 -0.80 -1.873
C 6.50 -3.22 -0.94 -1.711
C 9.11 -2.42 3.22 -1.939
H 7.83 -0.05 1.58 0.222
H 8.93 -0.05 2.91 0.500
H 9.56 0.12 1.28 0.332
H 10.48 -3.37 1.23 0.399
H 11.08 -1.74 1.44 0.374
H 10.16 -1.07 -0.73 0.275
H 11.08 -2.54 -0.93 0.413
H 8.89 -2.66 -2.12 0.394
H 9.09 -3.93 -0.93 0.358
H 6.43 -0.60 -0.29 0.277
H 7.14 -0.92 -1.87 0.472
H 8.13 -0.25 -0.60 0.370
H 6.64 -4.30 -0.82 0.419
H 6.38 -3.05 -2.01 0.447
H 5.56 -2.94 -0.46 0.217
H 8.20 -2.23 3.81 0.460
H 9.93 -1.90 3.70 0.478
H 9.34 -3.49 3.29 0.366
```

***

no.,E (eV)
1,-28216.318
2,-190217.587
3,-40184.839
4,-247010.024